The following is a quantum chemistry calculation of a structure of composition C22H58B2O3PRb2V at a distorted geometry, from the Open Molecules 2025 dataset.

* 2S+1: 5
* total charge: +2
* frontier orbital gap (spin up / spin down): 6.26 / 4.21 eV

```
89
C22H58B2O3PRb2V the ωB97M-V functional and the def2-TZVPD basis
Rb -2.78119 0.28303 -27.11799
Rb 1.41280 0.44352 -27.81661
V 0.72261 -2.06625 -24.62875
C -0.74640 -6.77328 -20.48781
C 0.03270 -5.65725 -19.71689
C -0.78061 -4.31271 -19.63264
C -1.28662 -3.63459 -21.01364
P -2.37312 -2.13898 -20.61121
C -2.86144 -1.18666 -22.07537
C -3.44271 0.19992 -21.65584
C -3.60745 1.03548 -22.87051
C -4.41690 2.36697 -22.67956
C -3.71813 -2.64685 -19.57564
C -4.63712 -3.79471 -20.26631
C -5.56259 -4.47881 -19.25462
C -6.57679 -3.62144 -18.48736
C -1.51650 -1.07488 -19.36946
C -0.09352 -0.48102 -19.82036
C 0.55560 0.47390 -18.78738
C -0.16019 1.85366 -18.76397
H -0.42417 -7.77898 -20.21791
H -0.64754 -6.58213 -21.55635
H -1.79756 -6.81852 -20.20300
H 1.00014 -5.52933 -20.20248
H 0.19104 -6.02778 -18.70410
H -0.12485 -3.54137 -19.22877
H -1.55720 -4.61627 -18.93061
H -1.90044 -4.30871 -21.61104
H -0.56278 -3.26161 -21.73822
H -3.61816 -1.79953 -22.56513
H -2.08245 -1.16593 -22.83751
H -2.83068 0.67928 -20.89181
H -4.44571 0.01323 -21.27213
H -4.09923 0.35228 -23.56295
H -2.64437 1.41987 -23.20640
H -4.33920 2.47733 -21.59794
H -5.42771 2.26021 -23.07322
H -3.99651 3.26119 -23.13971
H -4.32814 -1.75664 -19.42226
H -3.36117 -2.96952 -18.59760
H -3.99843 -4.60080 -20.62740
H -5.14766 -3.55671 -21.19948
H -5.02321 -5.01142 -18.47137
H -6.04069 -5.30251 -19.78475
H -7.25346 -4.30252 -17.97128
H -7.07592 -3.02792 -19.25332
H -6.22343 -2.87580 -17.77515
H -1.38227 -1.73168 -18.50999
H -2.16920 -0.24454 -19.09998
H -0.28097 0.14556 -20.69234
H 0.52419 -1.29642 -20.19673
H 1.63974 0.53052 -18.88504
H 0.40175 -0.01079 -17.82327
H 0.37350 2.68192 -18.29788
H -1.11753 1.66302 -18.27890
H -0.48416 2.14711 -19.76248
B -1.36923 -3.32260 -24.83427
H -2.27351 -2.74055 -24.74627
H -1.56026 -4.37558 -24.97201
H -0.78067 -3.03200 -25.69066
H -0.75740 -3.17520 -23.95782
B -0.09961 -0.09046 -25.23390
H -0.29425 -0.86174 -25.96292
H -0.37259 0.86189 -25.66141
H -0.76470 -0.25825 -24.40099
H 0.91991 0.03897 -24.90517
C 3.05633 -3.01558 -26.81176
O 1.91617 -2.31027 -26.56693
H 2.99041 -4.05209 -26.48100
H 3.30104 -3.10134 -27.87047
H 3.90841 -2.54525 -26.32100
C 3.73177 -0.87168 -23.18209
C 2.73528 -1.19418 -22.09879
O 1.59328 -1.75320 -22.66449
H 4.66427 -0.46285 -22.79300
H 3.33384 -0.21444 -23.95525
H 4.07726 -1.68011 -23.82644
H 2.55000 -0.28134 -21.53266
H 3.32008 -1.87125 -21.47615
C 1.02504 3.93329 -25.81205
C 0.37747 4.89259 -24.88174
O 1.02405 5.60787 -24.11738
C -1.15997 5.00926 -24.92473
H 0.70235 3.95831 -26.85289
H 0.86654 2.97979 -25.30827
H 2.10530 4.04843 -25.72320
H -1.47511 4.91168 -25.96360
H -1.38634 6.02026 -24.58599
H -1.64961 4.24134 -24.32585
```

The following is a quantum chemistry calculation of a structure of composition C2H6N2O at a distorted geometry, from the Open Molecules 2025 dataset.

* frontier orbital gap: 10.33 eV
* relative energy (zero: lowest compared OMol25 entry of this formula, charge and spin): 2.619 eV

```
11
C2H6N2O the ωB97M-V functional and the def2-TZVPD basis
C -0.44994 0.35130 -0.15151
C 0.09656 -1.53782 0.14575
N 0.60945 -0.40556 -0.73835
N 0.12526 1.67462 0.13472
O -0.43957 -0.50369 0.98456
H 1.48494 -0.07529 -0.33996
H -1.40920 0.36893 -0.67649
H -0.29461 2.11604 0.94855
H 0.06439 2.31321 -0.65305
H 0.88484 -2.11649 0.63001
H -0.67212 -2.18525 -0.28425
```

The following is a quantum chemistry calculation of an isolated molecule of C3H5NO3, from the Open Molecules 2025 dataset.

* structure (SMILES): N[C@@H]1OCC(=O)O1
* frontier orbital gap: 11.30 eV
* relative energy (zero: lowest compared OMol25 entry of this formula, charge and spin): 1.108 eV

```
12
C3H5NO3 the ωB97M-V functional and the def2-TZVPD basis
N 0.12869 -1.58017 -0.11540
C -1.05334 0.86266 0.32628
O -2.08181 1.15798 0.85658
C 0.37558 1.10277 0.79175
O 1.17547 0.49431 -0.20607
C 0.31076 -0.37495 -0.87602
O -0.96153 0.24939 -0.89198
H -0.64468 -2.11858 -0.49081
H 0.96458 -2.15143 -0.08045
H 0.58285 2.17582 0.81173
H 0.53799 0.66500 1.77979
H 0.66544 -0.48281 -1.90541
```

The following is a quantum chemistry calculation of a cluster of 2 separate species, C4H13N4O in total at a distorted geometry, from the Open Molecules 2025 dataset.

* 2S+1: 2
* total charge: +2
* frontier orbital gap (spin up / spin down): 9.41 / 4.44 eV
* relative energy (zero: lowest compared OMol25 entry of this formula, charge and spin): 0.757 eV

```
22
C4H13N4O the ωB97M-V functional and the def2-TZVPD basis
C 2.37278 0.68335 2.66711
C 2.38508 -0.22010 1.51283
O 1.49355 -0.33776 0.64858
N 3.27018 -1.25733 1.52517
H 3.20978 0.51824 3.34805
H 1.48786 0.30261 3.18135
H 3.04455 -2.12054 1.02834
H 4.26092 -1.10836 1.72956
H 2.15318 1.74169 2.55874
C -2.73284 0.28898 -2.94960
C -1.55401 0.08709 -0.80298
N -0.35818 0.16373 -1.42359
N -2.67872 0.44393 -1.46393
N -1.56012 -0.26092 0.47904
H -0.18111 0.86337 -2.11274
H 0.44223 -0.37052 -1.11297
H -3.51845 0.16970 -0.96770
H -2.34443 -0.57446 1.02219
H -0.74409 -0.09378 1.01694
H -3.52010 0.98944 -3.24918
H -3.06685 -0.68923 -3.27510
H -1.86121 0.78087 -3.36010
```

The following is a quantum chemistry calculation of a structure of composition C33H32BBaN4O8S, from the Open Molecules 2025 dataset.

* total charge: -1
* frontier orbital gap: 6.32 eV
* relative energy (zero: lowest compared OMol25 entry of this formula, charge and spin): 1.142 eV

```
80
C33H32BBaN4O8S the ωB97M-V functional and the def2-TZVPD basis
Ba -0.02639 -1.33346 -1.53026
O 4.81282 -2.06266 -0.89120
C 5.13544 -3.23450 -1.45866
C 6.45690 -3.67118 -1.32621
C 6.85639 -4.86839 -1.88349
C 5.94858 -5.65900 -2.58504
C 4.64177 -5.22902 -2.71557
C 4.21072 -4.02175 -2.16357
C 2.79134 -3.58971 -2.28946
O 2.43619 -2.48394 -1.74271
N 1.99628 -4.38240 -2.97583
N 0.68620 -4.04754 -2.82782
C -0.10736 -4.43123 -3.75043
C -1.56602 -4.32588 -3.58434
C -2.41027 -4.70144 -4.62520
C -3.77689 -4.70316 -4.41100
C -4.25665 -4.33878 -3.16460
C -3.33988 -3.94205 -2.20080
N -2.02783 -3.92255 -2.39612
H 3.85847 -1.90382 -1.09217
H 7.14595 -3.04222 -0.77766
H 7.88462 -5.19212 -1.77196
H 6.26002 -6.59936 -3.02094
H 3.91163 -5.81990 -3.25087
H 0.28059 -4.92676 -4.64243
H -1.99038 -4.99730 -5.57824
H -4.45561 -4.99215 -5.20384
H -5.31514 -4.33821 -2.94401
H -3.67375 -3.61622 -1.22328
C 3.81941 -0.90857 3.66048
C 3.08603 -0.66396 2.36207
C 1.77939 -1.40379 2.16727
O 3.51980 0.06790 1.50947
H 3.23520 -0.49506 4.48606
H 4.79871 -0.43775 3.63084
H 3.92007 -1.98139 3.83761
H 1.32689 -1.69774 3.11456
H 1.98924 -2.31082 1.59217
H 1.09231 -0.76905 1.60729
O -3.65297 -1.90330 1.26028
C -3.67419 -1.28764 0.21179
N -2.71447 -1.30217 -0.76215
S -3.08472 -0.32987 -1.98871
O -2.16927 0.79134 -2.01988
O -3.14856 -1.07301 -3.22909
C -4.68315 0.16004 -1.42111
C -5.63402 0.97795 -1.99749
C -6.80383 1.19201 -1.27889
C -6.99410 0.60295 -0.03044
C -6.02051 -0.21591 0.52953
C -4.85860 -0.42866 -0.18671
H -5.47181 1.43268 -2.96559
H -7.57645 1.82729 -1.69285
H -7.91439 0.79028 0.50823
H -6.14525 -0.68241 1.49780
C 1.03513 6.31568 4.54223
C 0.58360 6.43151 3.07963
C -0.70590 7.26106 3.01493
C 1.67134 7.18075 2.30974
C 0.32471 5.03544 2.50552
C -0.61494 4.20638 3.12142
C -0.90396 2.92299 2.65352
C -0.22215 2.48590 1.54063
O -0.29890 1.29758 0.88023
B 0.63842 1.34956 -0.23005
O 1.23758 2.64679 -0.15566
C 0.70769 3.29697 0.91615
C 1.00045 4.56353 1.37216
H 1.23792 7.30722 4.95709
H 1.94521 5.71735 4.61479
H 0.27284 5.84053 5.16034
H -0.54050 8.25921 3.43090
H -1.51051 6.78652 3.57765
H -1.03934 7.36849 1.98104
H 1.82881 8.16172 2.76438
H 1.39077 7.33629 1.26665
H 2.61999 6.64171 2.33280
H -1.14789 4.56179 3.99564
H -1.63785 2.29512 3.14240
H 1.73897 5.15525 0.85102
```

The following is a quantum chemistry calculation of a structure of composition C13H12CuNO5S at a distorted geometry, from the Open Molecules 2025 dataset.

* 2S+1: 2
* total charge: -1
* frontier orbital gap (spin up / spin down): 4.24 / 7.86 eV
* relative energy (zero: lowest compared OMol25 entry of this formula, charge and spin): 0.000 eV

```
33
C13H12CuNO5S the ωB97M-V functional and the def2-TZVPD basis
Cu 0.03249 -0.22179 0.41906
O -2.73869 -2.17738 -1.67884
C -2.82950 -2.16675 -0.35069
O -3.13467 -1.22810 0.40138
C -2.23229 -3.44821 0.23202
O -1.24241 -4.12143 -0.54042
C -0.01381 -4.39916 0.20958
C 0.89255 -3.07039 0.12402
O 2.10236 -3.39482 -0.10439
O 0.18207 -1.97234 0.09683
H -3.08351 -1.31528 -2.08591
H -1.86302 -3.00003 1.16045
H -3.15206 -4.06663 0.38082
H -0.36942 -4.63447 1.26817
H 0.49685 -5.26722 -0.20864
S 3.63313 1.70689 0.89052
C 4.39295 1.53885 -0.58349
C 3.42717 1.63630 -1.62584
C 2.12499 1.80654 -1.16348
C 2.02191 1.95944 0.21331
C 0.72908 2.37230 0.71479
C 0.44198 3.73397 0.91366
C -0.92474 4.12557 0.99555
C -1.92907 3.25823 0.73137
C -1.69153 1.92373 0.88811
N -0.33995 1.48621 0.80554
H 5.45220 1.39272 -0.81584
H 3.83846 1.45952 -2.65807
H 1.22696 4.45684 0.86446
H -1.29670 5.14930 1.13207
H -2.81312 3.74879 0.39507
H -2.47188 1.10868 0.94230
H 1.13124 1.62016 -1.96346
```